1.
This record from the Open Molecules 2025 dataset describes a gas-phase ion, C5H11N (charge -1) at a distorted geometry. The level of theory is ωB97M-V/def2-TZVPD.

Values from the calculation:
orbital gap (alpha / beta) = 2.73 / 8.06 eV
total charge = -1
spin multiplicity = 2
energy relative to the best compared isomer or geometry (same formula, charge and spin) = 16.1 kJ/mol
HOMO (alpha / beta) = 1.43 / -3.94 eV
E = -6851.6507 eV

Element x y z (Å)
H1 -0.656 -1.875 -0.882
C1 0.311 1.141 1.555
H2 -0.660 2.141 -0.863
H3 1.015 0.972 2.371
H4 0.743 2.006 1.030
H5 0.574 -1.333 2.343
H6 -0.676 1.418 1.940
C2 -0.060 1.391 -1.361
H7 0.945 -2.047 0.784
N1 -0.555 -1.021 -1.407
H8 0.961 1.704 -1.565
C3 0.229 -1.412 1.313
C4 -0.089 0.067 -0.650
H9 -0.101 -1.123 -2.309
C5 0.137 -0.069 0.652
H10 -0.486 1.295 -2.377
H11 -0.707 -1.959 1.413


2.
This record from the Open Molecules 2025 dataset describes a molecular structure, C60H50FGeN3P3PdS at a distorted geometry. The level of theory is ωB97M-V/def2-TZVPD.

Values from the calculation:
orbital gap (alpha / beta) = 4.06 / 4.06 eV
total charge = +3
HOMO (alpha / beta) = -15.43 / -15.43 eV
E = -168892.9522 eV

Element x y z (Å)
C1 -2.762 -2.902 -0.674
C2 -3.235 0.778 -2.297
H1 3.049 -2.593 -0.343
C3 3.465 4.497 2.075
H2 4.256 3.548 -5.567
H3 4.269 5.007 2.591
C4 -1.228 -0.990 -3.117
H4 5.727 1.879 -4.475
H5 2.274 -2.706 3.396
C5 -3.367 2.138 -2.053
F1 -0.416 2.311 -5.142
H6 -6.046 2.774 -4.020
H7 -5.645 -1.340 1.387
C6 1.781 2.785 2.038
H8 3.584 5.748 0.337
H9 4.818 0.351 -2.768
H10 -4.473 3.917 -2.493
H11 -4.716 1.960 1.683
H12 -4.166 0.113 0.077
H13 1.279 1.948 2.512
H14 -5.818 0.340 -4.430
H15 0.685 -1.542 5.180
C7 -1.045 4.939 -0.777
C8 -3.632 -3.710 0.033
H16 2.357 -1.198 0.914
C9 -0.439 -0.117 -3.869
C10 3.259 -3.932 -1.982
C11 5.105 1.497 0.952
C12 -1.461 2.844 1.253
H17 0.553 0.220 -5.742
N1 -0.595 0.314 2.886
S1 0.099 -4.696 0.153
P1 -0.120 2.498 0.062
C13 2.495 2.899 -4.540
H18 -2.251 -2.889 -3.143
C14 -5.134 0.848 -3.764
C15 -4.379 2.855 -2.678
H19 -1.976 6.354 -3.701
H20 5.868 2.263 0.974
C16 1.972 2.012 -3.608
C17 -4.130 0.124 -3.150
H21 1.722 4.632 -0.822
C18 -1.064 0.922 5.254
C19 2.816 1.141 -2.924
H22 -0.652 1.932 5.208
C20 4.679 1.937 -4.212
C21 0.654 -1.415 2.968
H23 2.861 -3.144 -5.259
Pd1 0.128 0.079 -0.233
C22 2.900 -3.021 -4.185
H24 -1.800 6.871 -1.276
C23 -4.841 -1.771 0.807
H25 -1.185 1.018 2.487
C24 -2.951 -1.514 -0.676
H26 -1.391 -3.559 -5.323
C25 3.202 -4.100 -3.363
C26 3.139 -0.453 0.937
H27 -5.335 -3.793 1.334
C27 0.000 -0.484 -5.133
H28 -0.850 0.511 6.237
C28 3.981 -0.348 2.027
H29 0.035 -2.014 -6.633
C29 -2.680 2.189 1.047
H30 -4.508 3.636 3.490
H31 1.933 -2.582 1.663
H32 2.448 -0.944 -4.278
C30 -0.457 0.066 4.201
C31 -3.773 2.464 1.852
H33 -2.706 2.650 -1.368
H34 -3.505 -4.784 0.008
N2 0.067 -0.575 2.099
H35 3.874 -1.018 2.870
H36 1.842 3.586 -5.064
H37 0.874 -3.509 2.715
H38 -2.759 1.463 0.247
H39 -2.349 4.759 3.896
C32 0.352 -1.041 4.287
H40 3.129 3.096 3.670
C33 -3.651 3.396 2.874
C34 3.312 0.382 -0.178
C35 3.081 4.915 0.809
C36 -1.508 5.901 -1.655
C37 -1.109 -2.598 -4.912
C38 -1.198 4.375 -3.482
C39 -0.721 3.409 -2.603
C40 2.823 3.425 2.685
C41 4.979 0.617 2.025
H41 3.398 -5.070 -3.800
C42 -5.258 2.214 -3.535
H42 5.652 0.696 2.868
C43 0.224 -3.140 -0.181
C44 -0.642 3.679 -1.238
C45 2.987 -2.703 -1.417
C46 -0.317 -1.733 -5.649
C47 1.355 3.243 0.787
C48 -4.668 -3.152 0.774
H43 -0.402 4.273 2.472
Ge1 -0.002 1.797 -3.501
C49 1.485 -2.610 2.651
H44 3.519 -4.768 -1.347
H45 -2.145 1.001 5.133
C50 4.272 1.398 -0.146
C51 3.851 2.865 -4.833
H46 -1.272 4.161 -4.538
H47 -0.994 5.172 0.275
C52 2.031 4.288 0.156
P2 -1.955 -0.333 -1.588
P3 2.264 0.026 -1.603
H48 4.391 2.080 -0.975
C53 -1.339 3.761 2.295
C54 4.176 1.074 -3.256
C55 2.685 -1.612 -2.240
H49 -1.960 -3.352 -1.233
H50 -4.049 -0.940 -3.327
C56 -1.597 5.615 -3.008
N3 0.384 -2.010 -0.490
C57 -2.438 4.034 3.097
C58 2.642 -1.783 -3.630
C59 -3.994 -0.956 0.087
C60 -1.576 -2.225 -3.663